# 1
C36H44F23N3O19 | wB97M-V/def2-TZVPD

Structure (ORCA input):
```
! RIJCOSX wB97M-V def2-TZVPD def2/J DEFGRID3
* xyz 0 1
O -4.69 1.14 3.13
O -3.13 -3.70 7.01
C 0.08 -1.38 -4.95
H 1.46 -2.51 -2.60
H 3.01 -3.20 -3.08
C 1.08 0.20 -8.14
F -2.14 0.78 9.48
H -2.74 1.17 7.32
F -8.33 1.41 -8.45
C -7.45 -0.99 -5.27
O -1.95 1.52 -9.25
C -1.57 1.98 9.63
H 5.99 -3.30 1.54
H -3.66 3.51 -9.64
C -6.89 0.85 -6.62
F -0.97 -0.55 -11.53
C 1.30 -0.91 -9.16
C 8.50 3.01 0.61
H -3.69 4.01 12.67
C -8.39 -0.38 -4.24
H -1.66 -2.18 3.39
O 0.32 -0.29 -7.01
C 0.39 -1.63 6.16
F -0.23 -0.33 -4.17
H -6.42 -0.99 -4.92
F -6.33 0.74 -8.94
C -4.39 1.59 -10.32
O -6.23 1.34 -5.76
F 2.43 -3.50 5.34
H 5.81 -5.21 3.17
O -3.65 -0.74 3.74
H 6.88 -4.35 4.27
N -2.35 0.30 6.96
O -4.13 0.75 5.32
C -2.93 -1.20 4.93
O 2.18 -1.22 -6.14
H 2.54 -3.20 -1.38
F 6.58 4.58 4.01
O -7.56 -0.30 -6.53
H 2.02 0.63 -7.81
F 0.27 1.04 -10.78
H -8.12 0.65 -4.02
F 3.22 -1.61 4.64
N -3.87 -2.19 5.47
H 7.01 -2.43 2.67
F -0.48 1.81 10.40
C 5.88 4.05 3.00
H 2.60 -0.70 -1.37
F 4.82 3.43 3.54
F -6.66 2.71 -8.09
C 2.79 -2.83 4.24
H 7.60 -3.93 1.94
F 7.72 -2.32 -2.64
C 1.00 -0.97 -6.10
C -7.06 1.44 -8.03
C -4.25 -3.23 4.57
O -5.33 -3.60 4.57
C 5.42 -1.70 -2.54
C -2.07 1.23 -10.40
O -3.22 1.22 -11.07
H -5.25 1.20 -10.87
F -0.96 1.36 -12.52
H 0.49 1.00 -8.57
C -0.93 0.77 -11.31
O -3.72 2.87 10.27
O -1.87 4.09 10.61
H 8.53 2.00 -1.30
H -8.36 -0.96 -3.31
H -1.27 -4.04 4.71
H -1.02 -0.69 4.07
F -3.92 -1.92 7.83
H 1.90 -1.71 -8.73
N -0.57 -3.67 5.37
H -2.18 0.84 4.97
F 7.25 -0.53 -1.56
F 0.63 -2.31 -4.15
C 6.74 3.09 2.16
H 8.91 2.18 1.19
C -2.84 0.20 5.61
C -4.24 0.49 3.97
H -3.55 5.33 10.53
H 1.40 -1.89 5.76
C -2.54 3.01 10.21
O 5.03 -3.51 4.10
H -9.41 -0.37 -4.62
C 7.82 2.52 -0.65
F -3.39 -3.81 3.72
F 6.77 -2.46 -0.72
C 6.80 -1.76 -1.87
F -1.09 -1.89 -5.38
H 1.80 -0.52 -10.04
C -1.55 -1.62 4.34
C 3.87 -3.59 3.46
C -3.05 4.89 12.59
C 6.72 -3.43 2.34
H 7.00 1.84 -0.42
H 0.29 -0.53 6.02
C -0.62 -2.42 5.28
O 5.23 -1.86 -3.70
C -3.58 -2.67 6.78
F 1.69 -2.63 3.51
F 5.40 5.07 2.26
H -2.16 4.70 13.19
H 9.32 3.67 0.35
H -4.39 1.11 -9.35
H -7.73 -2.02 -5.46
H 3.13 -0.68 -3.04
C 6.13 -4.22 3.49
O 6.67 1.90 2.21
C 2.49 -2.62 -2.31
O 7.59 3.78 1.42
F -1.12 2.37 8.41
H -5.42 3.39 -9.71
H -2.05 6.06 11.10
H 7.39 3.36 -1.21
H -1.34 0.34 7.00
C 3.14 -1.27 -2.12
C -2.67 5.16 11.15
C -4.50 3.10 -10.21
H 0.34 -1.35 -9.45
H -4.47 3.56 -11.20
H -3.59 5.74 13.01
H 0.37 -1.96 7.21
O 4.49 -1.40 -1.63
O 3.67 -4.19 2.44
*
```

Kohn-Sham gap (eV): 10.434
Highest occupied orbital energy (eV): -10.131


# 2
C5H14NO | wB97M-V/def2-TZVPD

Structure (ORCA input):
```
! RIJCOSX wB97M-V def2-TZVPD def2/J DEFGRID3
* xyz 2 2
H -1.11 2.14 0.12
H 0.39 -2.52 -1.45
C 0.18 0.40 -0.20
C -0.55 -2.14 0.52
H 1.35 -1.38 0.24
H 0.33 -0.58 1.60
N -1.15 1.01 0.29
O 0.66 2.67 -0.37
C 0.43 -0.89 0.50
H -1.62 -1.83 0.79
H 0.17 0.17 -1.40
C -0.60 -2.65 -0.87
H -1.90 0.49 -0.20
H -0.92 -3.73 -0.90
H 1.26 3.11 -0.89
H -1.34 0.74 1.30
H 2.18 1.25 -0.37
H -1.27 -2.00 -1.39
H 1.39 1.56 1.32
C 1.20 1.45 0.21
H -0.04 -2.84 1.24
*
```

Kohn-Sham gap (alpha / beta) (eV): 12.054 / 4.706
Highest occupied orbital energy (alpha / beta) (eV): -19.553 / -19.455
Relative energy (zero: lowest compared OMol25 entry of this formula, charge and spin) (kJ/mol): 348.1